Molecular formula: C27H52Br2ClCs2FN3O22P
Method: DFT, wB97M-V/def2-TZVPD

Geometry as XYZ:
```
111
Properties=species:S:1:pos:R:3
C -3.515 1.263 0.832
C -2.640 -0.128 0.938
C -2.464 -0.922 -0.511
O -1.461 -0.182 -1.298
C -1.920 -2.431 -0.198
Br -1.309 -2.994 1.605
O -2.733 -3.521 -0.835
C -4.107 -3.002 -0.912
O -5.297 -3.573 -0.714
C -3.864 -1.385 -1.277
C -4.276 -0.829 -2.730
C -3.247 -0.901 -3.960
C -2.056 -1.998 -3.950
F -2.633 0.450 -4.230
H -3.562 1.685 1.949
H -4.661 1.088 0.548
H -3.025 2.114 0.201
H -3.222 -0.789 1.742
H -1.571 0.195 1.360
H -1.252 0.715 -0.903
H -0.910 -2.478 -0.836
H -4.668 -0.866 -0.559
H -5.269 -1.404 -3.062
H -4.624 0.306 -2.620
H -3.901 -1.130 -4.934
H -1.186 -1.576 -4.651
H -2.344 -3.068 -4.394
H -1.549 -2.220 -2.920
C -0.464 4.093 0.110
N 0.125 5.283 0.866
C -0.918 6.399 0.882
C 1.363 5.780 0.139
C 0.440 4.908 2.339
C 1.512 3.819 2.516
O 1.121 2.602 1.895
H -0.914 4.464 -0.816
H 0.334 3.394 -0.150
H -1.229 3.623 0.734
H -1.148 6.676 -0.151
H -0.501 7.255 1.420
H -1.815 6.026 1.386
H 2.088 4.965 0.068
H 1.781 6.620 0.702
H 1.069 6.099 -0.865
H -0.508 4.577 2.779
H 0.763 5.830 2.837
H 1.650 3.623 3.584
H 2.477 4.134 2.103
H 1.841 1.957 2.028
O -6.874 3.952 -2.056
Cl -5.477 3.604 -2.233
O -4.701 4.150 -1.137
O -4.997 4.153 -3.486
O -5.337 2.161 -2.252
N -1.713 9.634 0.814
H -2.188 8.902 1.355
H -0.754 9.749 1.161
H -1.688 9.366 -0.177
H -2.223 10.520 0.916
N 4.239 6.216 -1.891
O 3.255 5.903 -2.582
O 4.105 7.005 -0.941
O 5.357 5.740 -2.150
Cs 3.191 8.096 0.510
O 0.516 -7.910 -4.988
P -0.915 -7.469 -4.596
O -1.455 -9.030 -4.360
C -0.664 -9.975 -3.649
C -1.073 -10.055 -2.191
O -1.470 -7.299 -6.155
C -0.575 -7.011 -7.216
C -0.148 -8.294 -7.909
O -2.515 -6.977 -4.157
C -3.090 -7.297 -2.909
C -2.437 -6.544 -1.772
H 0.406 -9.763 -3.712
H -0.825 -10.950 -4.122
H -0.925 -9.094 -1.693
H -0.487 -10.810 -1.663
H -2.134 -10.315 -2.097
H 0.285 -6.434 -6.861
H -1.106 -6.376 -7.932
H 0.262 -9.024 -7.205
H 0.606 -8.088 -8.674
H -1.009 -8.772 -8.386
H -3.085 -8.372 -2.739
H -4.147 -7.009 -2.961
H -1.356 -6.720 -1.749
H -2.867 -6.850 -0.815
H -2.585 -5.467 -1.893
C 5.018 5.857 5.094
O 5.699 4.810 4.986
O 5.453 6.599 6.103
O 4.046 6.286 4.434
H 6.151 5.945 6.312
Cs -0.631 -12.165 -0.986
C 5.812 -0.071 7.228
C 5.408 1.195 7.106
C 6.305 2.331 7.456
O 5.912 3.484 7.315
C 7.647 2.016 7.969
C 8.050 0.750 8.095
C 7.163 -0.385 7.719
O 7.568 -1.537 7.828
O 9.310 0.447 8.579
O 4.138 1.497 6.648
H 5.171 -0.906 6.976
H 8.283 2.851 8.237
H 9.362 -0.533 8.573
H 4.088 2.478 6.648
Br 2.839 7.257 6.143
```

For the HOMO energy, the calculation gives -3.79 eV. The calculation puts the orbital gap at 0.78 eV. The spin multiplicity is 1.

***

Molecular formula: C27H52BrI2N7O9P
Method: DFT, wB97M-V/def2-TZVPD

Geometry as XYZ:
```
99
Properties=species:S:1:pos:R:3
C -4.465 1.702 -0.563
C -3.372 1.303 0.408
I -4.024 -0.334 1.614
C -2.138 0.812 -0.325
I -2.599 -1.086 -1.345
O -1.700 1.788 -1.260
C -0.347 1.865 -1.247
O 0.240 2.788 -0.794
C 0.343 0.693 -1.876
C 0.208 0.550 -3.237
C 0.793 -0.515 -3.854
N 1.494 -1.389 -3.129
P 2.174 -2.774 -4.098
O 3.148 -3.314 -2.957
Br 0.382 -4.116 -4.051
C 1.657 -1.268 -1.797
C 1.083 -0.203 -1.130
H -4.060 2.331 -1.349
H -4.921 0.837 -1.024
H -5.229 2.278 -0.055
H -3.150 2.152 1.044
H -1.347 0.612 0.394
H -0.379 1.256 -3.792
H 0.699 -0.679 -4.919
H 3.142 -4.282 -2.970
H 2.239 -2.038 -1.301
H 1.208 -0.084 -0.066
C 2.039 -0.703 -8.987
C 0.903 -0.840 -8.007
O 1.105 -1.096 -6.819
N -0.352 -0.675 -8.469
C -0.779 -0.373 -9.827
H 2.974 -0.864 -8.461
H 1.951 -1.445 -9.780
H 2.049 0.296 -9.423
H -1.062 -0.784 -7.762
H -1.337 0.564 -9.834
H -1.431 -1.167 -10.189
H 0.071 -0.282 -10.492
C 6.736 1.612 -1.783
C 5.814 0.608 -1.143
O 6.182 -0.461 -0.682
N 4.485 0.893 -1.067
C 3.719 2.045 -1.493
H 7.747 1.220 -1.757
H 6.453 1.783 -2.822
H 6.711 2.556 -1.239
H 3.970 0.147 -0.628
H 3.210 2.462 -0.622
H 2.964 1.720 -2.212
H 4.331 2.815 -1.949
C -4.135 -3.115 4.916
C -5.415 -3.398 4.163
O -6.011 -2.526 3.548
N -5.891 -4.668 4.192
C -5.329 -5.827 4.863
H -3.890 -2.064 4.797
H -4.259 -3.328 5.978
H -3.315 -3.714 4.519
H -6.746 -4.787 3.672
H -5.111 -6.606 4.132
H -6.049 -6.220 5.582
H -4.415 -5.569 5.386
C 0.336 0.857 4.444
C 0.196 1.274 3.003
O -0.016 0.451 2.112
N 0.304 2.590 2.718
C 0.542 3.694 3.640
H 0.221 -0.220 4.506
H 1.319 1.129 4.827
H -0.435 1.329 5.054
H 0.202 2.804 1.737
H -0.285 4.401 3.589
H 1.461 4.209 3.359
H 0.631 3.339 4.659
C 4.846 -2.719 0.692
C 3.673 -3.485 1.252
O 2.525 -3.284 0.856
N 3.912 -4.404 2.212
C 5.188 -4.774 2.801
H 4.480 -2.033 -0.059
H 5.338 -2.142 1.474
H 5.569 -3.386 0.224
H 3.082 -4.873 2.539
H 5.375 -5.836 2.635
H 5.162 -4.593 3.876
H 5.998 -4.201 2.366
C -3.919 6.431 5.033
C -3.188 5.141 4.752
O -2.190 4.807 5.372
N -3.677 4.342 3.767
C -4.833 4.548 2.912
H -3.407 6.949 5.838
H -3.922 7.071 4.151
H -4.945 6.232 5.342
H -3.141 3.498 3.640
H -5.532 3.723 3.057
H -4.501 4.555 1.871
H -5.335 5.484 3.128
```

For the HOMO energy, the calculation gives -10.37 eV. The calculation puts the orbital gap at 6.79 eV. The spin multiplicity is 1. As for the net charge: +1.